## w
Density functional theory data (wB97M-V/def2-TZVPD) for a cluster of 2 separate species, C4H10O3 in total.

Element x y z (Å)
1 H 0.84183 1.85149 2.72814
2 C 0.18306 -0.73509 0.36063
3 C 0.36227 0.89666 2.33873
4 O -1.18914 -0.83601 0.04824
5 H 0.42371 -1.53032 1.06954
6 H -1.52157 -0.04654 -0.41709
7 C 0.69846 0.57525 0.89338
8 O -0.17164 0.14152 3.09685
9 H 0.58847 1.36897 0.15219
10 H -2.86034 0.53982 -2.21914
11 H -1.95485 1.65925 -2.52022
12 H 1.49129 -0.38764 -1.45316
13 H 1.79081 -1.87079 -0.48532
14 O -1.99519 0.87867 -1.95253
15 H 1.79517 0.44337 0.88527
16 H 0.50275 -1.74183 -1.65649
17 C 1.01492 -1.20676 -0.86901

Charge ... 0
HOMO level ... -9.48 eV
SMILES ... C[C@H](O)CC=O.O

Charges in e, computed with Löwdin, in the same order as the atoms: number 1, H, carries 0.13; number 2, C, carries -0.45; number 3, C, carries -0.26; number 4, O, carries -0.04; number 5, H, carries 0.14; number 6, H, carries 0.05; number 7, C, carries -0.12; number 8, O, carries 0.07; number 9, H, carries 0.12; number 10, H, carries 0.06; number 11, H, carries 0.06; number 12, H, carries 0.08; number 13, H, carries 0.07; number 14, O, carries -0.04; number 15, H, carries 0.13; number 16, H, carries 0.07; number 17, C, carries -0.05

## x
Density functional theory data (wB97M-V/def2-TZVPD) for a cluster of 3 separate species, C4H10O3 in total.

Element x y z (Å)
1 H -0.31039 0.75217 -1.57631
2 O -2.16112 -0.73576 1.73239
3 C 0.47296 0.75226 -0.82635
4 H 1.81501 -0.09339 -2.29171
5 H -1.03695 0.50890 1.20095
6 H -0.46760 -1.22386 -1.00346
7 C 1.71832 0.11060 -1.22042
8 O -0.95523 -2.04308 -0.87062
9 H 1.12109 1.97890 0.86715
10 C 0.33980 1.44658 0.33306
11 H 3.63299 -0.74094 -0.79748
12 H -1.78552 -1.44293 1.20309
13 H -1.78712 -1.87029 -1.34365
14 H 2.76801 0.18532 0.57102
15 H -3.09124 -0.97138 1.71003
16 C 2.80879 -0.12589 -0.46855
17 O -0.87630 1.45396 1.00063

Charge ... 0
HOMO level ... -8.37 eV
SMILES ... C=C/C=C/O.O.O

Charges in e, computed with Löwdin, in the same order as the atoms: number 1, H, carries 0.11; number 2, O, carries -0.03; number 3, C, carries -0.14; number 4, H, carries 0.10; number 5, H, carries 0.04; number 6, H, carries -0.02; number 7, C, carries -0.21; number 8, O, carries -0.05; number 9, H, carries 0.12; number 10, C, carries -0.15; number 11, H, carries 0.05; number 12, H, carries 0.03; number 13, H, carries 0.06; number 14, H, carries 0.05; number 15, H, carries 0.06; number 16, C, carries 0.01; number 17, O, carries -0.03

## y
Density functional theory data (wB97M-V/def2-TZVPD) for a cluster of 2 separate species, C4H10O3 in total.

Element x y z (Å)
1 C 0.79664 1.13834 -2.24856
2 H 1.23395 0.84983 -0.08455
3 C -0.68208 -0.88190 0.62055
4 H -0.66160 -0.93326 -1.51500
5 H -1.23813 -2.63686 1.15399
6 H 0.60300 -2.04788 -0.90048
7 H -1.25317 0.10551 0.60113
8 O -1.63431 -1.87767 0.81129
9 C 0.09610 -1.07876 -0.72997
10 H -1.23580 2.40245 2.58353
11 H 2.12070 -0.46021 -1.32602
12 O -0.94937 1.59995 3.06397
13 H -0.00018 1.63682 2.98291
14 H 0.06933 0.68328 -2.95731
15 H 0.14578 -0.80009 1.39441
16 O 1.47477 2.17714 -2.40300
17 C 1.11435 0.12332 -1.04686

Charge ... 0
HOMO level ... -10.02 eV
SMILES ... O=CCCCO.O

Charges in e, computed with Löwdin, in the same order as the atoms: number 1, C, carries -0.22; number 2, H, carries 0.14; number 3, C, carries -0.30; number 4, H, carries 0.09; number 5, H, carries 0.06; number 6, H, carries 0.11; number 7, H, carries 0.13; number 8, O, carries -0.04; number 9, C, carries -0.20; number 10, H, carries 0.05; number 11, H, carries 0.14; number 12, O, carries -0.06; number 13, H, carries 0.02; number 14, H, carries 0.11; number 15, H, carries 0.12; number 16, O, carries 0.00; number 17, C, carries -0.15

Tell me which of them is the least stable. Sure, it is x.

## w
Density functional theory data (wB97M-V/def2-TZVPD) for a cluster of 2 separate species, C4H10O3 in total.

Element x y z (Å)
1 H -2.59784 0.93124 -2.41841
2 O -1.45777 0.41252 -0.84071
3 H -1.01668 0.29557 1.41096
4 C -1.53756 0.89306 -2.15751
5 C -0.17695 0.02242 -0.46580
6 H -0.13640 -2.04557 0.53385
7 H 2.06646 -0.69339 -0.74885
8 H 1.66325 -1.23474 1.95250
9 H 0.60040 0.68080 -0.88545
10 H -1.11047 1.90436 -2.23478
11 H -1.01689 0.23428 -2.86798
12 O -0.09935 -1.59954 1.39862
13 C -0.12511 -0.21420 1.02722
14 C 1.02791 0.43275 1.59996
15 H 1.15567 1.49987 1.73331
16 H 2.64574 -0.26941 -0.54775
17 O 2.03079 -0.31810 1.99932

Charge ... 0
HOMO level (spin up / spin down) ... -6.73 / -7.80 eV

Charges in e, computed with Löwdin, in the same order as the atoms: number 1, H, carries 0.09; number 2, O, carries -0.17; number 3, H, carries 0.16; number 4, C, carries -0.11; number 5, C, carries -0.12; number 6, H, carries 0.11; number 7, H, carries 0.06; number 8, H, carries 0.11; number 9, H, carries 0.07; number 10, H, carries 0.09; number 11, H, carries 0.09; number 12, O, carries -0.03; number 13, C, carries -0.41; number 14, C, carries -0.16; number 15, H, carries 0.13; number 16, H, carries 0.08; number 17, O, carries 0.02

## x
Density functional theory data (wB97M-V/def2-TZVPD) for a cluster of 2 separate species, C4H10O3 in total.

Element x y z (Å)
1 C -0.24151 0.77475 -2.44773
2 H 0.72897 0.18931 1.32406
3 O -1.53314 0.88164 -2.47736
4 C -0.33936 -0.75677 -0.37752
5 H -1.49974 -0.74606 -0.58950
6 H 0.31907 -1.32011 1.57690
7 H 0.70399 0.61482 4.13665
8 H 1.40844 0.06185 -1.31568
9 O 0.44165 1.05760 -3.39844
10 H -1.90521 0.42412 -3.28678
11 O 1.09622 0.20156 3.32023
12 C -0.14036 -0.49049 1.09134
13 H 1.18125 -0.77358 3.42354
14 H -0.97766 -0.13242 1.71763
15 H 0.38280 1.25299 -0.48473
16 C 0.40615 0.39153 -1.22804
17 H -0.03154 -1.63074 -0.98458

Charge ... 0
HOMO level ... -9.83 eV
SMILES ... CCCC(=O)O.O

Charges in e, computed with Löwdin, in the same order as the atoms: number 1, C, carries -0.63; number 2, H, carries 0.07; number 3, O, carries 0.11; number 4, C, carries -0.22; number 5, H, carries 0.13; number 6, H, carries 0.04; number 7, H, carries 0.08; number 8, H, carries 0.11; number 9, O, carries 0.11; number 10, H, carries 0.17; number 11, O, carries -0.11; number 12, C, carries -0.16; number 13, H, carries 0.06; number 14, H, carries 0.09; number 15, H, carries 0.15; number 16, C, carries -0.11; number 17, H, carries 0.11

Tell me which of them is the least stable. Sure, it is w.